Computed, not measured: C5H12ClO2P in the gas phase at a distorted geometry, with wB97M-V/def2-TZVPD.

The value obtained for the HOMO-LUMO gap is 10.10 eV. As for the SMILES: CC[P@@](=O)(Cl)[C@@H](C)OC. The HOMO energy is -9.4 eV.

The geometry in XYZ format:
```
21
Properties=species:S:1:pos:R:3:lowdin_charge:R:1
C 0.6117 -3.2739 -0.0844 -0.146
C -0.0226 -1.9500 0.4449 -0.327
P 0.6630 -0.3936 -0.3086 0.281
O 2.0331 -0.2722 0.1311 -0.350
Cl 0.5516 -0.3693 -2.2626 0.472
C -0.3642 1.1043 0.2564 -0.499
C -0.2596 1.3384 1.7950 -0.027
O 0.1698 2.1705 -0.4396 -0.246
C -0.6441 2.6549 -1.5105 -0.131
H 0.1771 -3.6362 -1.0958 0.092
H 1.7286 -3.2661 -0.0135 0.080
H 0.2203 -3.9442 0.7705 0.091
H 0.3663 -1.9809 1.3663 0.030
H -1.0576 -2.0761 0.4353 0.065
H -1.4253 0.9527 -0.2216 0.139
H 0.7681 1.7517 1.7306 0.096
H -0.2360 0.4538 2.2562 0.013
H -0.8530 2.1693 2.2428 0.099
H 0.0569 3.2001 -2.2267 0.106
H -1.3305 3.4977 -1.1685 0.104
H -1.1536 1.8694 -2.0974 0.058
```

---

Computed, not measured: 2 unconnected molecules or ions with the total composition C5H12ClP at a distorted geometry, with wB97M-V/def2-TZVPD.

The value obtained for the HOMO-LUMO gap (alpha / beta) is 8.12 / 7.87 eV. The HOMO energy (alpha / beta) is -8.7 / -7.8 eV.

The geometry in XYZ format:
```
19
Properties=species:S:1:pos:R:3:lowdin_charge:R:1
C -2.1746 0.8353 0.4126 -0.124
C -0.3934 0.1984 -1.3288 -0.136
C -0.7752 -1.3829 0.5916 -0.096
C 3.3195 -0.5067 0.1005 0.045
C -0.7825 0.1588 0.1707 -0.890
P 0.5351 0.9596 1.1993 0.541
Cl 0.6840 2.8444 0.5852 0.158
H -2.8197 0.0333 0.0455 0.066
H -2.3909 0.9713 1.4850 0.068
H -2.2375 1.7882 -0.3095 0.119
H 0.2107 -0.6755 -1.6415 0.080
H 0.0133 1.2507 -1.3961 0.042
H -1.3455 0.0841 -1.8712 0.077
H -1.4482 -1.5202 1.3942 0.061
H -0.9318 -1.9231 -0.3153 0.062
H 0.2878 -1.4946 0.7751 0.034
H 3.1348 -0.1745 1.0563 -0.099
H 3.7337 0.0938 -0.7837 0.024
H 3.3805 -1.5403 -0.1699 -0.031
```

---

Computed, not measured: a molecular structure, C5H12CuNO3 at a distorted geometry, with wB97M-V/def2-TZVPD.

The value obtained for the HOMO-LUMO gap (alpha / beta) is 2.85 / 5.21 eV. The expectation value of S² is 0.75. The total charge is -3. The HOMO energy (alpha / beta) is 5.6 / 3.2 eV. The spin multiplicity is 2.

The geometry in XYZ format:
```
22
Properties=species:S:1:pos:R:3:lowdin_charge:R:1
Cu -1.6240 -2.7909 11.6382 0.289
C -3.3523 -0.4045 9.7548 -0.437
O -2.7388 -1.6395 9.9887 -0.422
H -3.9870 -0.3258 8.8722 -0.001
H -4.0543 -0.2632 10.5766 0.030
H -2.7178 0.4425 9.4937 0.015
O -0.2181 -4.4326 10.7709 -0.569
H 0.3733 -3.7008 10.5078 -0.173
O -2.3640 -4.2566 13.2986 -0.557
H -2.1161 -3.9472 14.1915 -0.175
C 2.7307 -3.5592 13.4312 -0.198
C 2.1685 -3.6189 14.8252 -0.583
C 0.6716 -3.4317 14.9236 -0.274
C 0.1060 -2.3115 14.2440 -0.284
N -0.3993 -1.4531 13.6634 0.140
H 3.6650 -4.1189 13.3865 -0.010
H 2.9351 -2.5025 13.2593 0.051
H 2.2212 -4.0667 12.6121 0.066
H 2.7199 -2.9436 15.4795 -0.047
H 2.4017 -4.5324 15.3723 -0.022
H 0.3697 -3.2282 15.9510 0.049
H 0.1652 -4.3788 14.7377 0.115
```

---

Computed, not measured: 2 unconnected molecules or ions with the total composition C5H12FNP at a distorted geometry, with wB97M-V/def2-TZVPD.

The value obtained for the HOMO-LUMO gap (alpha / beta) is 7.05 / 8.98 eV. The total charge is +1. The HOMO energy (alpha / beta) is -11.4 / -12.8 eV.

The geometry in XYZ format:
```
20
Properties=species:S:1:pos:R:3:lowdin_charge:R:1
C 0.6161 -1.2950 0.4032 -0.044
C 1.6236 -1.7737 -0.7102 -0.040
C 0.5210 0.1835 -1.4066 -0.091
C -0.2330 -0.1931 -0.2424 -0.321
C -1.1470 2.1252 3.3180 -0.436
N 1.0700 -1.0958 -1.9399 0.111
F -1.5311 -0.3524 -0.4674 0.066
P -0.8406 2.4382 1.4634 0.770
H -0.0216 -2.1504 0.5430 0.124
H 1.0677 -0.9140 1.2881 0.115
H 2.5981 -1.4777 -0.5225 0.114
H 1.5961 -2.8216 -0.7736 0.119
H -0.0745 0.5852 -2.1879 0.138
H 1.3465 0.9046 -1.2791 0.162
H -2.1341 2.2111 3.7287 0.018
H -0.6714 2.9425 3.8416 0.000
H -0.6955 1.1681 3.5966 0.017
H 1.5992 -1.0301 -2.7539 0.165
H 0.2720 -1.5913 -2.2299 0.166
H -1.8198 1.4326 1.0942 -0.154
```

---

Computed, not measured: 2 unconnected molecules or ions with the total composition C5H12IN2 at a distorted geometry, with wB97M-V/def2-TZVPD.

The value obtained for the HOMO-LUMO gap is 7.80 eV. The total charge is +1. The HOMO energy is -12.9 eV.

The geometry in XYZ format:
```
20
Properties=species:S:1:pos:R:3:lowdin_charge:R:1
C 1.2899 0.7903 2.0298 -0.308
C 0.4929 1.1123 -0.8231 -0.066
C 1.2922 -1.3342 -0.4469 -0.044
C -1.0293 -0.6704 -0.0766 0.033
C 0.1472 -0.2573 -0.4430 -0.485
N 2.4380 0.1049 2.0785 -0.377
N 1.1179 2.0399 2.3898 0.174
I 4.3258 0.9050 1.8385 0.964
H 1.2201 1.0018 -1.6233 0.091
H -0.4120 1.4781 -1.4055 0.125
H 0.8457 1.7726 -0.0563 0.051
H 1.1131 -1.9902 0.4798 0.101
H 2.1467 -0.7219 -0.3207 0.025
H 1.2208 -1.9213 -1.3913 0.109
H -1.9093 -0.0997 -0.2693 0.074
H -1.0135 -1.5376 0.5819 0.082
H 0.4940 0.2834 1.5808 0.092
H 2.3876 -0.8617 1.9486 0.034
H 0.0287 2.1733 2.3374 0.207
H 1.8634 2.7417 2.3661 0.117
```

---

Computed, not measured: a molecular structure, C5H12InO5 at a distorted geometry, with wB97M-V/def2-TZVPD.

The value obtained for the HOMO-LUMO gap is 2.75 eV. The total charge is +1. The HOMO energy is -11.8 eV.

The geometry in XYZ format:
```
23
Properties=species:S:1:pos:R:3:lowdin_charge:R:1
In 0.8616 -0.4968 1.6814 1.180
C 1.2991 2.9187 4.0360 -0.187
O 1.5546 1.7870 3.3288 -0.250
H 2.1104 3.2029 4.7340 0.140
H 1.2460 3.7272 3.2901 0.104
H 0.4086 2.8025 4.6612 0.099
C 3.4933 -1.7362 -1.3847 -0.185
O 2.5214 -1.2993 -0.5551 -0.218
H 4.1022 -2.5125 -0.8761 0.139
H 3.1209 -2.1625 -2.3180 0.096
H 4.2095 -0.9125 -1.5451 0.116
C -3.2980 -1.5478 0.4175 -0.029
O -3.1567 -1.0251 -0.8876 0.053
C -2.0159 -0.4655 -1.2031 -0.608
O -1.0142 -0.3897 -0.5169 -0.054
O -2.0694 -0.0587 -2.4438 0.051
C -1.0271 0.6558 -3.0408 -0.038
H -4.0727 -2.3147 0.3912 0.105
H -3.7525 -0.8236 1.0997 0.106
H -2.3822 -1.9580 0.8333 0.084
H -0.2344 0.9706 -2.3597 0.092
H -1.3824 1.5635 -3.5276 0.103
H -0.5219 0.0748 -3.8148 0.103
```

---

Computed, not measured: a gas-phase ion, C5H12N (charge +1), with wB97M-V/def2-TZVPD.

The value obtained for the HOMO-LUMO gap is 9.39 eV. The total charge is +1. As for the SMILES: C=CCCC[NH3+]. The HOMO energy is -13.1 eV.

The geometry in XYZ format:
```
18
Properties=species:S:1:pos:R:3:lowdin_charge:R:1
C 2.9633 -0.2622 -0.5995 0.025
C 1.8092 -0.1134 0.0301 -0.185
C 0.5348 0.2526 -0.7114 -0.206
C -0.4960 1.0013 0.1529 -0.193
C -1.3149 0.0659 1.0086 -0.112
N -2.1989 -0.8198 0.0879 0.203
H 3.0497 -0.1620 -1.6702 0.072
H 3.8603 -0.4565 -0.0330 0.066
H 1.8099 -0.1767 1.1134 0.100
H 0.1131 -0.6094 -1.2460 0.108
H 0.8676 0.9871 -1.4378 0.119
H 0.0610 1.6342 0.8442 0.131
H -1.0674 1.7126 -0.4379 0.123
H -0.6872 -0.5309 1.6715 0.135
H -2.0715 0.5164 1.6364 0.125
H -1.9029 -0.7026 -0.8830 0.148
H -3.1672 -0.5167 0.1728 0.167
H -2.1629 -1.8199 0.3010 0.175
```

---

Computed, not measured: a gas-phase ion, C5H12N (charge +1) at a distorted geometry, with wB97M-V/def2-TZVPD.

The value obtained for the HOMO-LUMO gap is 13.03 eV. The total charge is +1. As for the SMILES: CC1(C)CC[NH2+]1. The HOMO energy is -16.2 eV.

The geometry in XYZ format:
```
18
Properties=species:S:1:pos:R:3:lowdin_charge:R:1
C -0.9073 -0.2966 1.5341 0.019
C -0.3073 0.1487 0.2112 -0.449
C -0.4866 1.5993 -0.2673 0.014
C -0.4124 -0.8561 -0.9545 -0.079
C 1.1271 -1.0735 -0.9921 0.017
N 1.2088 0.0564 0.1175 0.110
H -1.6131 -1.0413 1.2135 0.081
H -1.4313 0.5303 2.0846 0.118
H -0.1990 -0.7719 2.1995 0.090
H -0.0700 2.1830 0.4789 0.087
H -1.4387 1.8983 -0.2610 0.069
H -0.0326 1.8340 -1.1532 0.081
H -0.7761 -0.3735 -1.7641 0.077
H -0.9154 -1.8858 -0.8189 0.160
H 1.3410 -2.0568 -0.5603 0.136
H 1.6462 -0.7491 -1.8697 0.121
H 1.7662 -0.1458 0.9692 0.189
H 1.5006 1.0006 -0.1675 0.159
```

---

Computed, not measured: 2 unconnected molecules or ions with the total composition C5H12N, with wB97M-V/def2-TZVPD.

The value obtained for the HOMO-LUMO gap is 9.74 eV. The total charge is +1. The HOMO energy is -13.3 eV.

The geometry in XYZ format:
```
18
Properties=species:S:1:pos:R:3:lowdin_charge:R:1
C -2.5068 0.3927 -0.7001 0.002
N -1.0227 0.6575 -0.7490 0.144
H -2.6754 -0.6519 -0.9289 0.103
H -2.8503 0.6214 0.3041 0.103
H -3.0083 1.0555 -1.3995 0.103
H -0.6085 0.2784 -1.5995 0.157
H -0.5550 0.1945 0.0503 0.091
H -0.8457 1.6605 -0.6983 0.170
C 0.3212 -0.8977 1.9611 0.012
C 1.2875 -0.2533 1.3055 -0.206
C 1.7784 -0.6868 -0.0117 -0.210
C 2.2939 0.1440 -0.9144 0.014
H -0.0700 -1.8175 1.5328 0.076
H -0.0365 -0.5933 2.9326 0.071
H 1.7169 0.6523 1.7212 0.116
H 1.7012 -1.7467 -0.2445 0.115
H 2.6878 -0.2142 -1.8547 0.069
H 2.3922 1.2047 -0.7070 0.071
```

---

Computed, not measured: 2 unconnected molecules or ions with the total composition C5H12N at a distorted geometry, with wB97M-V/def2-TZVPD.

The value obtained for the HOMO-LUMO gap (alpha / beta) is 4.68 / 9.49 eV. The expectation value of S² is 2.00. The total charge is +1. The HOMO energy (alpha / beta) is -8.0 / -14.5 eV. The spin multiplicity is 3.

The geometry in XYZ format:
```
18
Properties=species:S:1:pos:R:3:lowdin_charge:R:1
C 1.8993 -1.2545 -0.3370 0.015
C 0.7605 -0.4469 0.2272 -0.002
C -4.4524 -0.2327 0.1385 -0.094
C 2.8718 1.1034 0.3507 0.028
C -3.3830 0.3384 -0.2558 -0.108
N 1.9213 0.2008 -0.3840 -0.110
H 2.3599 -1.6596 0.5235 0.130
H 1.9024 -1.6944 -1.2430 0.102
H -0.1713 -0.1593 -0.1970 0.102
H 0.8166 -0.5794 1.3298 0.153
H -4.7229 -1.2952 -0.0014 0.082
H -5.3327 0.2972 0.4131 0.060
H 3.8762 0.8446 -0.0980 0.126
H 2.4467 2.0965 0.3163 0.102
H 3.1067 0.8376 1.4392 0.132
H -2.5123 -0.3084 -0.4998 0.052
H -3.1336 1.3173 -0.4072 0.029
H 1.7470 0.5946 -1.3152 0.201
```

---

Computed, not measured: 2 unconnected molecules or ions with the total composition C5H12N2 at a distorted geometry, with wB97M-V/def2-TZVPD.

The value obtained for the HOMO-LUMO gap is 6.96 eV. The HOMO energy is -6.3 eV.

The geometry in XYZ format:
```
19
Properties=species:S:1:pos:R:3:lowdin_charge:R:1
C 1.6582 0.1408 -0.0455 -0.081
C 0.2410 -0.1757 0.3481 -0.468
C -0.8070 1.9654 1.6705 -0.230
C -0.0461 -1.0097 1.3787 -0.062
N -0.4233 1.7690 0.5004 -0.064
H 1.7017 0.9919 -0.7269 0.071
H 2.1612 -0.7177 -0.5042 0.076
H 2.2231 0.4071 0.8474 0.087
H -1.2574 2.9139 2.0130 0.041
H -0.7086 1.1741 2.4618 0.043
H 0.7157 -1.2892 2.0914 0.040
H -1.0597 -1.3136 1.6105 0.032
C -0.3657 -1.0520 -2.0833 -0.030
N -0.7631 -0.2495 -0.9012 0.008
H -1.6378 -0.5986 -0.5118 0.150
H -0.8411 0.7744 -1.0513 0.112
H 0.5212 -0.6078 -2.5285 0.088
H -0.1389 -2.0644 -1.7548 0.096
H -1.1735 -1.0583 -2.8145 0.090
```

---

Computed, not measured: C5H12N2 in the gas phase at a distorted geometry, with wB97M-V/def2-TZVPD.

The value obtained for the HOMO-LUMO gap is 9.37 eV. As for the SMILES: CNCN=C(C)C. The HOMO energy is -8.4 eV.

The geometry in XYZ format:
```
19
Properties=species:S:1:pos:R:3:lowdin_charge:R:1
C 2.4290 -0.6040 0.7962 -0.134
N 2.3097 0.2476 -0.4449 -0.090
C 0.9252 0.2836 -1.2998 -0.120
N -0.5854 0.7185 -1.0411 0.052
C -1.3640 0.2653 -0.1609 -0.399
C -2.7541 0.8781 -0.2979 -0.049
C -0.9493 -0.7371 0.9063 -0.031
H 2.4039 -1.7026 0.5044 0.094
H 3.3268 -0.3636 1.2940 0.048
H 1.6033 -0.4273 1.4614 0.030
H 2.6468 1.1639 -0.4391 0.039
H 1.1855 1.1584 -1.8608 0.072
H 0.7038 -0.7294 -1.6507 0.097
H -3.2661 0.4761 -1.1890 0.086
H -2.7172 1.8971 -0.5186 0.046
H -3.3830 0.7399 0.5619 0.062
H -0.0784 -1.3493 0.5336 0.073
H -1.6898 -1.5067 0.9704 0.066
H -0.7467 -0.4086 1.8747 0.056
```